Density functional theory data (ωB97M-V/def2-TZVPD) for a 2-piece molecular cluster, CH3Cl2NO overall.

```
! RIJCOSX wB97M-V def2-TZVPD def2/J DEFGRID3
* xyz 0 1
C 0.08583 0.39161 -0.10243
N -0.86111 -0.05060 0.75967
O -0.31176 0.16388 -1.33572
Cl 1.03316 1.73958 0.27144
Cl 1.89459 -1.28602 0.23173
H -0.76633 -0.08793 1.75013
H -1.42689 -0.80508 0.39089
H 0.35251 -0.06543 -1.96571
*
```

Calculated values
HOMO level in eV: -9.21
E in a.u.: -1090.2602
Kohn-Sham gap in eV: 8.89
ΔE to the lowest compared entry with this formula, charge and spin in kJ/mol: 111.4

Löwdin population analysis, charges in e, atoms 1 to 6: -1.060, 0.113, 0.023, 0.752, -0.174, 0.110